# 1
{"formula": "C43H70BF2O24Si", "method": "the ωB97M-V functional and the def2-TZVPD basis", "homo_ev": -5.533, "total_charge": -1, "elements": ["C", "C", "B", "C", "C", "F", "O", "C", "F", "C", "C", "C", "C", "O", "C", "C", "C", "C", "O", "Si", "C", "C", "C", "C", "C", "C", "O", "O", "O", "H", "H", "H", "H", "H", "H", "H", "H", "H", "H", "H", "H", "H", "H", "H", "H", "H", "H", "H", "H", "H", "H", "H", "H", "H", "H", "H", "H", "H", "H", "H", "H", "H", "H", "C", "C", "C", "O", "C", "O", "O", "H", "H", "H", "H", "H", "H", "C", "C", "C", "O", "C", "O", "O", "H", "H", "H", "H", "H", "H", "C", "C", "C", "O", "C", "O", "O", "H", "H", "H", "H", "H", "H", "C", "C", "C", "O", "C", "O", "O", "H", "H", "H", "H", "H", "H", "C", "C", "C", "O", "C", "O", "O", "H", "H", "H", "H", "H", "H", "C", "C", "C", "O", "C", "O", "O", "H", "H", "H", "H", "H", "H"], "xyz": [[0.310, 2.531, -0.550], [-0.782, 3.004, -0.420], [-2.390, 3.300, -0.595], [-2.745, 4.786, -0.001], [-2.141, 4.972, 1.368], [-2.855, 5.910, 2.160], [-3.212, 2.232, -0.013], [-3.650, 1.326, -0.972], [-5.009, 1.096, -0.697], [-2.826, 0.055, -0.799], [-3.177, -0.710, 0.480], [-3.422, -2.227, 0.291], [-4.233, -2.659, -0.938], [-3.544, -3.616, -1.745], [-2.802, -3.074, -2.808], [-3.476, 2.092, -2.325], [-2.867, 1.297, -3.491], [-1.347, 1.108, -3.415], [-0.801, 1.195, -4.734], [0.525, 0.295, -5.124], [0.756, 0.499, -6.977], [0.284, -1.540, -4.780], [2.098, 0.838, -4.259], [-4.864, 2.623, -2.755], [-5.862, 1.550, -3.231], [-7.204, 1.580, -2.551], [-7.870, 0.604, -2.391], [-7.656, 2.814, -2.143], [-2.715, 3.230, -2.045], [1.298, 2.172, -0.718], [-3.821, 4.957, 0.048], [-2.317, 5.500, -0.710], [-1.115, 5.332, 1.310], [-2.132, 4.027, 1.917], [-2.870, -0.579, -1.684], [-1.803, 0.420, -0.725], [-4.030, -0.280, 0.997], [-2.335, -0.611, 1.160], [-3.982, -2.560, 1.168], [-2.477, -2.766, 0.329], [-4.547, -1.808, -1.544], [-5.136, -3.172, -0.609], [-1.763, -2.869, -2.534], [-3.234, -2.149, -3.196], [-2.793, -3.799, -3.624], [-3.088, 1.826, -4.417], [-3.334, 0.311, -3.552], [-0.914, 1.860, -2.761], [-1.152, 0.128, -2.971], [0.859, -0.484, -7.440], [1.664, 1.063, -7.189], [-0.082, 1.017, -7.435], [1.174, -2.057, -5.139], [-0.603, -1.949, -5.261], [0.215, -1.697, -3.703], [2.121, 1.916, -4.107], [2.929, 0.595, -4.928], [2.292, 0.329, -3.317], [-4.698, 3.355, -3.540], [-5.265, 3.162, -1.903], [-5.490, 0.553, -3.005], [-6.005, 1.584, -4.312], [-7.459, 2.895, -1.200], [-4.327, 6.356, -5.991], [-3.622, 5.034, -5.825], [-2.519, 5.005, -4.790], [-1.671, 3.974, -5.301], [-1.829, 3.922, -6.638], [-1.118, 3.308, -7.364], [-2.890, 4.683, -7.021], [-4.935, 6.354, -6.896], [-4.974, 6.549, -5.136], [-3.608, 7.171, -6.079], [-4.347, 4.236, -5.638], [-2.850, 4.754, -3.786], [-1.953, 5.939, -4.762], [0.102, 1.420, 6.574], [0.557, 1.315, 5.140], [0.633, 2.622, 4.384], [0.423, 2.195, 3.035], [-0.312, 1.061, 3.064], [-0.814, 0.548, 2.124], [-0.399, 0.591, 4.343], [-0.151, 0.434, 6.968], [0.890, 1.851, 7.191], [-0.791, 2.041, 6.655], [1.503, 0.778, 5.085], [1.592, 3.125, 4.476], [-0.170, 3.312, 4.658], [5.206, 3.119, -2.827], [5.068, 3.072, -1.326], [6.196, 2.382, -0.597], [5.537, 1.904, 0.584], [4.232, 1.713, 0.273], [3.456, 1.147, 0.970], [3.949, 2.247, -0.940], [4.262, 3.410, -3.286], [5.973, 3.839, -3.114], [5.476, 2.139, -3.223], [4.892, 4.075, -0.929], [7.017, 3.045, -0.333], [6.586, 1.521, -1.145], [1.955, -4.045, 7.264], [1.890, -2.574, 6.952], [2.341, -2.183, 5.565], [2.803, -0.837, 5.768], [3.198, -0.728, 7.059], [3.789, 0.199, 7.507], [2.821, -1.822, 7.762], [1.844, -4.212, 8.336], [1.165, -4.580, 6.742], [2.919, -4.464, 6.968], [0.889, -2.185, 7.157], [1.546, -2.199, 4.824], [3.183, -2.784, 5.213], [2.256, -8.706, 4.958], [1.379, -8.156, 6.054], [0.143, -8.967, 6.369], [-0.752, -7.967, 6.869], [-0.403, -6.784, 6.309], [-1.041, -5.788, 6.374], [0.789, -6.900, 5.663], [2.981, -7.958, 4.640], [2.794, -9.586, 5.309], [1.662, -8.980, 4.085], [1.967, -7.975, 6.959], [0.305, -9.737, 7.119], [-0.298, -9.413, 5.475], [5.874, -2.614, 1.977], [5.763, -2.481, 0.480], [6.363, -3.611, -0.325], [6.717, -2.953, -1.548], [6.933, -1.647, -1.263], [7.400, -0.861, -2.021], [6.543, -1.366, 0.002], [5.633, -1.667, 2.457], [5.185, -3.376, 2.340], [6.889, -2.887, 2.270], [4.724, -2.301, 0.193], [5.672, -4.426, -0.521], [7.275, -4.005, 0.131]]}

***

# 2
{"formula": "C11H23N6O16P", "method": "the ωB97M-V functional and the def2-TZVPD basis", "smiles": "CP(O)C1=CC(=O)OC1=O.C[N+](=O)[O-].C[N+](=O)[O-].C[N+](=O)[O-].C[N+](=O)[O-].C[N+](=O)[O-].C[N+](=O)[O-]", "homo_ev": -9.258, "elements": ["C", "P", "O", "C", "C", "C", "O", "O", "C", "O", "H", "H", "H", "H", "H", "C", "N", "O", "O", "H", "H", "H", "C", "N", "O", "O", "H", "H", "H", "C", "N", "O", "O", "H", "H", "H", "C", "N", "O", "O", "H", "H", "H", "C", "N", "O", "O", "H", "H", "H", "C", "N", "O", "O", "H", "H", "H"], "xyz": [[1.411, -1.531, 1.366], [1.358, -3.238, 2.013], [-0.221, -3.482, 2.388], [1.482, -4.326, 0.545], [2.244, -5.422, 0.480], [1.602, -6.300, -0.546], [1.415, -7.472, -0.436], [0.821, -5.500, -1.356], [0.813, -4.234, -0.793], [0.620, -3.252, -1.427], [2.249, -1.470, 0.669], [1.624, -0.872, 2.204], [0.487, -1.264, 0.855], [-0.825, -3.131, 1.712], [2.994, -5.775, 1.169], [-2.813, 1.087, 0.391], [-2.099, 0.310, 1.436], [-2.066, -0.903, 1.334], [-1.580, 0.936, 2.335], [-3.217, 0.395, -0.338], [-3.599, 1.640, 0.885], [-2.089, 1.751, -0.065], [0.608, 3.751, -2.377], [-0.094, 2.693, -1.606], [-1.299, 2.586, -1.735], [0.583, 1.997, -0.878], [-0.123, 4.290, -2.966], [1.081, 4.406, -1.652], [1.342, 3.264, -3.011], [-0.041, 6.255, 1.471], [0.244, 6.157, 0.013], [-0.692, 6.084, -0.749], [1.417, 6.152, -0.322], [-1.115, 6.246, 1.607], [0.428, 5.401, 1.950], [0.398, 7.184, 1.823], [1.675, -10.596, -0.164], [1.169, -11.898, 0.350], [0.012, -12.187, 0.125], [1.956, -12.588, 0.965], [0.872, -10.092, -0.686], [2.010, -10.015, 0.689], [2.505, -10.813, -0.830], [-7.467, 1.582, -0.225], [-6.448, 2.584, -0.645], [-6.786, 3.450, -1.418], [-5.333, 2.459, -0.174], [-8.400, 1.819, -0.720], [-7.098, 0.604, -0.518], [-7.561, 1.649, 0.854], [4.619, 6.650, -0.412], [5.655, 7.656, -0.779], [5.335, 8.545, -1.539], [6.754, 7.513, -0.287], [3.698, 6.901, -0.920], [4.989, 5.678, -0.722], [4.497, 6.688, 0.666]]}